Entry 1:
The molecule C25H30N2O7, computed with ωB97M-V/def2-TZVPD.

Each atom is followed by the atoms it is bonded to, with distances in Å.
Positions of all 64 atoms, in Å:
1 O -0.78 -1.33 0.57  C17 1.213
2 O 1.69 2.99 -2.14  C13 1.347, C24 1.423
3 O 0.75 0.73 0.05  C16 1.337, C33 1.413
4 O -1.26 1.40 -0.68  C16 1.204
5 O 0.65 4.07 -3.80  C13 1.215
6 O 1.54 -1.53 -1.45  C10 1.421, C15 1.343
7 O 0.08 -2.97 -2.35  C15 1.213
8 N -1.80 0.52 -4.00  C19 1.375, C23 1.371, H54 1.009
9 N -0.84 -1.02 2.80  C17 1.355, C20 1.397, C29 1.473
10 C 2.19 -2.62 -0.80  O6 1.421, C11 1.523, H40 1.093, H42 1.095
11 C 3.14 -3.34 -1.74  C10 1.523, H50 1.087, H53 1.088, H59 1.087
12 C 0.40 0.71 -2.30  C14 1.513, C16 1.525, C27 1.519, H62 1.091
13 C 0.77 3.07 -3.13  O2 1.347, O5 1.215, C14 1.460
14 C -0.01 1.84 -3.22  C12 1.513, C13 1.460, C23 1.353
15 C 0.45 -1.83 -2.17  O6 1.343, O7 1.213, C27 1.467
16 C -0.15 0.99 -0.90  O3 1.337, O4 1.204, C12 1.525
17 C -0.51 -0.64 1.54  O1 1.213, N9 1.355, C33 1.532
18 C -2.07 -1.86 -3.89  C19 1.492, H41 1.090, H46 1.090, H56 1.084
19 C -1.30 -0.65 -3.48  N8 1.375, C18 1.492, C27 1.352
20 C -0.63 -0.44 4.05  N9 1.397, C21 1.401, C28 1.385
21 C -0.82 -1.41 5.05  C20 1.401, C26 1.376, C30 1.499
22 C 3.37 3.89 -0.72  C24 1.517, H35 1.087, H52 1.086, H63 1.087
23 C -1.12 1.72 -3.98  N8 1.371, C14 1.353, C34 1.492
24 C 2.50 4.14 -1.94  O2 1.423, C22 1.517, H39 1.096, H51 1.097
25 C -0.17 1.16 5.75  C28 1.389, C31 1.382, H64 1.080
26 C -0.67 -1.10 6.38  C21 1.376, C31 1.389, H60 1.080
27 C -0.18 -0.62 -2.72  C12 1.519, C15 1.467, C19 1.352
28 C -0.32 0.86 4.40  C20 1.385, C25 1.389, H48 1.075
29 C -1.48 -2.34 2.97  N9 1.473, C30 1.534, C32 1.525, H58 1.093
30 C -1.18 -2.72 4.42  C21 1.499, C29 1.534, H43 1.090, H47 1.093
31 C -0.34 0.20 6.73  C25 1.382, C26 1.389, H38 1.079
32 C -2.97 -2.23 2.68  C29 1.525, H36 1.087, H37 1.088, H49 1.087
33 C 0.25 0.68 1.37  O3 1.413, C17 1.532, H45 1.097, H55 1.091
34 C -1.72 2.77 -4.85  C23 1.492, H44 1.090, H57 1.084, H61 1.090
35 H 2.75 3.71 0.15  C22 1.087
36 H -3.44 -3.20 2.79  C32 1.087
37 H -3.43 -1.53 3.37  C32 1.088
38 H -0.22 0.46 7.77  C31 1.079
39 H 1.85 5.01 -1.79  C24 1.096
40 H 2.74 -2.16 0.03  C10 1.093
41 H -2.06 -1.97 -4.97  C18 1.090
42 H 1.43 -3.31 -0.42  C10 1.095
43 H -2.05 -3.18 4.90  C30 1.090
44 H -2.75 2.95 -4.55  C34 1.090
45 H -0.44 1.52 1.53  C33 1.097
46 H -3.11 -1.75 -3.57  C18 1.090
47 H -0.35 -3.43 4.50  C30 1.093
48 H -0.21 1.64 3.68  C28 1.075
49 H -3.12 -1.88 1.66  C32 1.087
50 H 2.58 -3.80 -2.56  C11 1.087
51 H 3.11 4.32 -2.83  C24 1.097
52 H 4.00 4.76 -0.53  C22 1.086
53 H 3.87 -2.65 -2.16  C11 1.088
54 H -2.64 0.47 -4.55  N8 1.009
55 H 1.11 0.73 2.03  C33 1.091
56 H -1.64 -2.75 -3.44  C18 1.084
57 H -1.16 3.69 -4.76  C34 1.084
58 H -1.02 -3.03 2.25  C29 1.093
59 H 3.67 -4.12 -1.20  C11 1.087
60 H -0.82 -1.86 7.13  C26 1.080
61 H -1.71 2.45 -5.89  C34 1.090
62 H 1.49 0.64 -2.22  C12 1.091
63 H 4.00 3.02 -0.88  C22 1.087
64 H 0.07 2.18 6.03  C25 1.080

Calculated values
Orbital gap = 8.610 eV
M = 470.522 g mol⁻¹
SMILES = CCOC(=O)C1=C(C)NC(C)=C(C(=O)OCC)C1C(=O)OCC(=O)N1c2ccccc2C[C@H]1C
Energy relative to the best compared isomer or geometry (same formula, charge and spin) = 3.25 kcal per mole

Atomic partial charges in e from the natural (NBO) method, atoms 1 to 2:
1 O -0.607
2 O -0.523



Entry 2:
The ion C25H30N3O4S with charge +1, computed with ωB97M-V/def2-TZVPD.

Each atom is followed by the atoms it is bonded to, with distances in Å.
Positions of all 63 atoms, in Å:
1 S 1.97 -1.73 2.34  O2 1.427, O3 1.429, N7 1.669, C11 1.798
2 O 2.36 -3.00 2.86  S1 1.427
3 O 2.89 -0.97 1.56  S1 1.429
4 O 0.05 1.77 -0.62  C25 1.226
5 O -2.89 -2.09 -1.02  C15 1.417, C26 1.359
6 N -1.41 0.07 -1.12  C16 1.409, C25 1.323, H41 1.014
7 N 1.39 -0.80 3.60  S1 1.669, C12 1.408, C29 1.450
8 N -0.47 3.26 -2.51  C14 1.471, C31 1.487, H39 1.099, H51 1.020
9 C -1.44 -3.16 0.63  C24 1.387, C26 1.390, H61 1.077
10 C 0.50 -1.85 -3.43  C13 1.384, C27 1.386, H60 1.079
11 C 0.49 -1.94 1.34  S1 1.798, C18 1.382, C24 1.379
12 C 0.93 0.47 3.21  N7 1.408, C30 1.393, C33 1.392
13 C 1.33 -1.32 -2.46  C10 1.384, C23 1.385, H36 1.079
14 C -1.41 2.13 -2.44  N8 1.471, C25 1.553, H37 1.090, H54 1.091
15 C -3.72 -3.24 -1.08  O5 1.417, H38 1.088, H46 1.092, H48 1.092
16 C -1.01 -0.95 -0.24  N6 1.409, C18 1.382, C26 1.410
17 C 1.45 2.64 2.31  C32 1.385, C33 1.382, H59 1.080
18 C 0.14 -0.87 0.53  C11 1.382, C16 1.382, H62 1.075
19 C -0.82 2.07 2.80  C30 1.383, C32 1.384, H45 1.081
20 C 0.80 -0.76 5.98  C29 1.523, H47 1.086, H49 1.087, H56 1.086
21 C 0.40 0.29 -4.51  C27 1.384, C28 1.392, H35 1.082
22 C 1.60 2.30 -3.54  C28 1.510, C31 1.528, H34 1.093, H55 1.092
23 C 1.67 0.02 -2.50  C13 1.385, C28 1.389, H57 1.079
24 C -0.29 -3.07 1.40  C9 1.387, C11 1.379, H43 1.078
25 C -0.85 1.26 -1.28  O4 1.226, N6 1.323, C14 1.553
26 C -1.81 -2.11 -0.20  O5 1.359, C9 1.390, C16 1.410
27 C 0.04 -1.04 -4.46  C10 1.386, C21 1.384, H52 1.079
28 C 1.20 0.84 -3.51  C21 1.392, C22 1.510, C23 1.389
29 C 0.72 -1.52 4.66  N7 1.450, C20 1.523, H58 1.090, H63 1.099
30 C -0.42 0.82 3.23  C12 1.393, C19 1.383, H50 1.079
31 C 0.44 3.29 -3.68  N8 1.487, C22 1.528, H40 1.091, H44 1.092
32 C 0.11 2.98 2.33  C17 1.385, C19 1.384, H53 1.080
33 C 1.86 1.40 2.76  C12 1.392, C17 1.382, H42 1.077
34 H 2.26 2.46 -4.40  C22 1.093
35 H 0.07 0.90 -5.34  C21 1.082
36 H 1.72 -1.95 -1.67  C13 1.079
37 H -1.42 1.56 -3.37  C14 1.090
38 H -4.49 -3.01 -1.80  C15 1.088
39 H 0.11 3.04 -1.60  N8 1.099
40 H 0.86 4.30 -3.76  C31 1.091
41 H -2.18 -0.21 -1.71  N6 1.014
42 H 2.90 1.13 2.74  C33 1.077
43 H 0.01 -3.89 2.04  C24 1.078
44 H -0.14 3.10 -4.58  C31 1.092
45 H -1.87 2.33 2.83  C19 1.081
46 H -4.18 -3.44 -0.11  C15 1.092
47 H 1.84 -0.56 6.22  C20 1.086
48 H -3.16 -4.12 -1.41  C15 1.092
49 H 0.28 0.18 5.91  C20 1.087
50 H -1.16 0.11 3.58  C30 1.079
51 H -0.93 4.16 -2.40  N8 1.020
52 H -0.58 -1.46 -5.24  C27 1.079
53 H -0.22 3.96 2.00  C32 1.080
54 H -2.42 2.47 -2.20  C14 1.091
55 H 2.17 2.53 -2.64  C22 1.092
56 H 0.36 -1.36 6.77  C20 1.086
57 H 2.31 0.42 -1.73  C23 1.079
58 H 1.25 -2.47 4.74  C29 1.090
59 H 2.18 3.36 1.97  C17 1.080
60 H 0.23 -2.90 -3.41  C10 1.079
61 H -2.04 -4.06 0.67  C9 1.077
62 H 0.78 -0.01 0.50  C18 1.075
63 H -0.33 -1.74 4.41  C29 1.099

Calculated values
Orbital gap = 8.205 eV
M = 468.599 g mol⁻¹
Net charge = +1
SMILES = CCN(c1ccccc1)S(=O)(=O)c1ccc(OC)c(NC(=O)C[NH2+]CCc2ccccc2)c1
Energy relative to the best compared isomer or geometry (same formula, charge and spin) = 0.00 kcal per mole

Atomic partial charges in e from the natural (NBO) method, atoms 1 to 2:
1 S 2.337
2 O -0.922



Entry 3:
The molecule C25H30N4O3, computed with ωB97M-V/def2-TZVPD.

Each atom is followed by the atoms it is bonded to, with distances in Å.
Positions of all 62 atoms, in Å:
1 O -0.69 -1.43 -2.04  C11 1.218
2 O -0.06 -3.40 0.77  C10 1.230
3 O 3.41 3.90 0.75  C9 1.372, C13 1.405
4 N -1.47 1.16 0.80  C19 1.458, C30 1.455, C31 1.396
5 N -1.84 -3.13 -1.10  C11 1.343, C21 1.437, H62 1.011
6 N 2.87 -0.44 1.22  C20 1.350, C22 1.372, H34 1.007
7 N -3.14 -1.10 0.35  C15 1.443, C25 1.445, C32 1.446
8 C 0.20 2.47 -0.41  C23 1.383, C31 1.397, H56 1.076
9 C 2.20 3.26 0.68  O3 1.372, C23 1.386, C26 1.391
10 C 0.21 -2.52 -0.05  O2 1.230, C11 1.531, C29 1.443
11 C -0.79 -2.29 -1.19  O1 1.218, N5 1.343, C10 1.531
12 C 0.58 1.94 1.88  C26 1.378, C31 1.402, H36 1.078
13 C 3.86 4.58 -0.40  O3 1.405, H45 1.095, H54 1.089, H60 1.095
14 C 2.90 0.26 -2.80  C16 1.379, C18 1.394, H39 1.080
15 C -2.82 -0.73 1.71  N7 1.443, C30 1.523, H35 1.093, H53 1.107
16 C 2.02 -0.62 -2.23  C14 1.379, C27 1.393, H47 1.076
17 C 3.88 0.82 -0.67  C18 1.379, C22 1.385, H33 1.080
18 C 3.82 0.99 -2.04  C14 1.394, C17 1.379, H40 1.081
19 C -2.12 0.93 -0.48  N4 1.458, C25 1.526, H49 1.098, H57 1.094
20 C 1.91 -1.38 1.35  N6 1.350, C24 1.482, C29 1.396
21 C -3.01 -2.95 -1.91  N5 1.437, C28 1.540, H43 1.097, H61 1.094
22 C 2.99 -0.06 -0.10  N6 1.372, C17 1.385, C27 1.412
23 C 1.40 3.17 -0.45  C8 1.383, C9 1.386, H58 1.078
24 C 1.61 -1.96 2.68  C20 1.482, H46 1.086, H55 1.091, H59 1.090
25 C -3.41 0.12 -0.37  N7 1.445, C19 1.526, H42 1.107, H52 1.090
26 C 1.77 2.63 1.84  C9 1.391, C12 1.378, H48 1.080
27 C 2.03 -0.79 -0.84  C16 1.393, C22 1.412, C29 1.446
28 C -4.32 -2.75 -1.13  C21 1.540, C32 1.536, H37 1.092, H51 1.091
29 C 1.33 -1.63 0.10  C10 1.443, C20 1.396, C27 1.446
30 C -1.51 0.05 1.73  N4 1.455, C15 1.523, H38 1.093, H44 1.098
31 C -0.25 1.83 0.75  N4 1.396, C8 1.397, C12 1.402
32 C -4.16 -2.12 0.27  N7 1.446, C28 1.536, H41 1.094, H50 1.107
33 H 4.60 1.36 -0.07  C17 1.080
34 H 3.39 -0.03 1.98  N6 1.007
35 H -2.69 -1.63 2.31  C15 1.093
36 H 0.29 1.49 2.81  C12 1.078
37 H -4.81 -3.71 -0.99  C28 1.092
38 H -1.39 0.43 2.75  C30 1.093
39 H 2.89 0.40 -3.87  C14 1.080
40 H 4.50 1.66 -2.53  C18 1.081
41 H -3.86 -2.91 0.97  C32 1.094
42 H -4.19 0.72 0.15  C25 1.107
43 H -3.13 -3.80 -2.59  C21 1.097
44 H -0.69 -0.66 1.52  C30 1.098
45 H 3.17 5.37 -0.69  C13 1.095
46 H 0.64 -2.46 2.66  C24 1.086
47 H 1.32 -1.17 -2.84  C16 1.076
48 H 2.38 2.70 2.72  C26 1.080
49 H -1.45 0.39 -1.17  C19 1.098
50 H -5.15 -1.75 0.59  C32 1.107
51 H -4.98 -2.13 -1.74  C28 1.091
52 H -3.76 -0.10 -1.37  C25 1.090
53 H -3.63 -0.13 2.16  C15 1.107
54 H 4.82 5.02 -0.13  C13 1.089
55 H 2.36 -2.71 2.94  C24 1.091
56 H -0.37 2.43 -1.32  C8 1.076
57 H -2.36 1.90 -0.92  C19 1.094
58 H 1.69 3.63 -1.38  C23 1.078
59 H 1.61 -1.19 3.44  C24 1.090
60 H 4.00 3.89 -1.24  C13 1.095
61 H -2.79 -2.06 -2.52  C21 1.094
62 H -1.84 -3.76 -0.31  N5 1.011

Calculated values
Orbital gap = 7.417 eV
M = 434.540 g mol⁻¹
SMILES = COc1ccc(N2CCN(CCCNC(=O)C(=O)c3c(C)[nH]c4ccccc34)CC2)cc1
Energy relative to the best compared isomer or geometry (same formula, charge and spin) = 61.31 kcal per mole

Atomic partial charges in e from the natural (NBO) method, atoms 1 to 2:
1 O -0.637
2 O -0.587